# 1
DFT (ωB97M-V with the def2-TZVPD basis set) results for C21H47N3NbO2 as an isolated structure at a distorted geometry.

Structure (ORCA input):
```
! wB97M-V def2-TZVPD RIJCOSX def2/J DEFGRID3
* xyz -1 3
C -5.5468 -1.9919 -1.1528
C -6.7088 -2.6171 -1.8488
C -7.7257 -1.6414 -2.3935
N -6.9023 -3.8492 -1.9572
Nb -5.6610 -4.9246 -3.2318
H -5.8227 -1.8327 -0.1176
H -5.3353 -1.0178 -1.5554
H -4.6933 -2.6379 -1.1558
H -7.5035 -0.6330 -2.0898
H -7.7860 -1.7249 -3.4615
H -8.6769 -1.8905 -1.9537
H -5.5496 -6.3444 -2.0405
H -6.9871 -5.8468 -4.1442
H -5.6571 -3.6898 -4.6133
H -4.0559 -4.3416 -2.5463
H -4.5702 -5.9587 -4.2481
C -1.4804 1.1950 3.0278
C -2.1724 -0.1234 2.6307
C -1.3758 -1.3131 3.1553
C -0.0574 -1.5243 2.4120
C -0.2899 -1.6267 0.9040
C -1.1096 -0.4763 0.3262
N -2.3329 -0.2341 1.1512
O -3.2629 -1.0634 0.8455
C -0.2487 0.7927 0.2266
C -1.5396 -0.8297 -1.0885
C -3.5508 -0.0946 3.2671
H -1.6942 1.4154 4.0730
H -0.3972 1.1665 2.9367
H -1.8545 2.0253 2.4298
H -1.9833 -2.2176 3.0597
H -1.1921 -1.1699 4.2223
H 0.6482 -0.7180 2.6361
H 0.4118 -2.4441 2.7662
H 0.6672 -1.6613 0.3808
H -0.8022 -2.5695 0.6904
H -0.8602 1.6551 -0.0442
H 0.5078 0.6665 -0.5432
H 0.2924 1.0297 1.1400
H -2.0546 -1.7854 -1.1386
H -0.6536 -0.8939 -1.7177
H -2.2002 -0.0663 -1.4995
H -4.1284 0.7549 2.9015
H -3.4402 0.0027 4.3463
H -4.1135 -1.0026 3.0664
C 6.3912 1.5855 -1.5882
C 4.8686 1.8137 -1.5498
C 4.5568 3.3040 -1.6373
C 4.9239 4.0672 -0.3648
C 4.2686 3.4283 0.8612
C 4.5201 1.9268 0.9835
N 4.2680 1.2340 -0.3138
O 3.0012 1.0427 -0.4752
C 5.9528 1.6572 1.4741
C 3.5859 1.3452 2.0334
C 4.2947 1.0892 -2.7560
H 6.7435 1.6789 -2.6139
H 6.9587 2.3058 -1.0040
H 6.6427 0.5843 -1.2408
H 3.4881 3.4351 -1.8302
H 5.0827 3.7226 -2.4966
H 6.0090 4.1140 -0.2388
H 4.5858 5.1009 -0.4547
H 4.6258 3.9124 1.7720
H 3.1898 3.6057 0.8121
H 6.1811 0.5930 1.4210
H 6.0449 1.9683 2.5135
H 6.7157 2.1999 0.9217
H 2.5455 1.5903 1.8343
H 3.8461 1.7585 3.0065
H 3.6784 0.2603 2.0834
H 4.5155 0.0229 -2.7091
H 4.7464 1.4943 -3.6598
H 3.2178 1.2121 -2.8372
*
```

As for the orbital gap (alpha / beta): 5.95 / 5.60 eV. Its maximum force is 3.8 eV Å⁻¹. The highest occupied orbital energy (alpha / beta) is -4.2045 / -4.2045 eV. The LUMO energy (alpha / beta) comes out at 0.064 / 0.051 Eh.

Here is what Löwdin gives for the atomic charges, in e: -0.093, -0.612, -0.069, -0.136, 0.617, 0.077, 0.066, 0.012, 0.053, 0.063, 0.065, -0.212, -0.210, -0.206, -0.187, -0.234, -0.034, -0.497, -0.134, -0.170, -0.124, -0.488, -0.091, -0.019, -0.033, -0.033, -0.046, 0.081, 0.054, 0.091, 0.128, 0.122, 0.094, 0.111, 0.125, 0.129, 0.093, 0.068, 0.044, 0.081, 0.089, 0.094, 0.092, 0.083, 0.081, -0.032, -0.499, -0.133, -0.171, -0.130, -0.496, -0.083, -0.027, -0.031, -0.041, -0.041, 0.084, 0.058, 0.092, 0.127, 0.124, 0.101, 0.111, 0.124, 0.125, 0.093, 0.084, 0.059, 0.066, 0.088, 0.096, 0.095, 0.087, 0.081



# 2
DFT (ωB97M-V with the def2-TZVPD basis set) results for a 6-piece molecular cluster, C21H47N7O6 overall.

Structure (ORCA input):
```
! wB97M-V def2-TZVPD RIJCOSX def2/J DEFGRID3
* xyz 0 1
N 9.7159 0.7699 -2.6205
C 10.1154 -0.6012 -2.2912
C 9.3885 -1.6755 -3.1019
C 7.8745 -1.5451 -3.2669
C 7.2581 -0.4772 -4.1938
C 5.8487 -0.4013 -3.6136
N 6.0205 -0.4539 -2.1401
C 7.0982 -1.3963 -1.9669
O 7.2845 -2.0003 -0.9477
H 8.7981 0.9832 -2.2472
H 10.3599 1.4320 -2.2047
H 10.0077 -0.8316 -1.2230
H 11.1801 -0.6872 -2.5197
H 9.5750 -2.6246 -2.5920
H 9.8230 -1.7517 -4.1021
H 7.5389 -2.5125 -3.6690
H 7.2740 -0.7948 -5.2368
H 7.7688 0.4828 -4.1056
H 5.2730 0.4794 -3.8947
H 5.3016 -1.3084 -3.8864
H 6.3799 0.4408 -1.8064
C 2.4700 -1.2786 1.5540
O 1.5839 -1.3263 2.3883
N 3.1768 -2.3431 1.1299
C 4.2074 -2.2363 0.1139
C 2.8765 -3.6397 1.7090
H 2.7703 -0.3392 1.0590
H 3.9455 -2.8357 -0.7605
H 5.1784 -2.5675 0.4807
H 4.3035 -1.2017 -0.2071
H 1.8353 -3.9141 1.5315
H 3.0356 -3.6295 2.7879
H 3.5292 -4.3832 1.2559
C 2.7296 -4.0051 -3.6046
O 3.4389 -3.6113 -4.5157
N 2.1162 -3.2003 -2.7197
C 1.3132 -3.7054 -1.6223
C 2.2881 -1.7666 -2.8810
H 2.5398 -5.0763 -3.4226
H 0.3034 -3.3023 -1.6627
H 1.7546 -3.4210 -0.6647
H 1.2811 -4.7933 -1.6767
H 1.8982 -1.4406 -3.8457
H 3.3489 -1.5196 -2.8444
H 1.7500 -1.2549 -2.0866
C -1.0964 -0.4353 -0.8813
O -0.9788 -1.4527 -1.5469
N -1.8066 -0.3473 0.2527
C -1.9193 0.8853 1.0090
C -2.4811 -1.5373 0.7378
H -0.6112 0.5135 -1.1641
H -1.5194 0.7632 2.0163
H -2.9579 1.2039 1.0914
H -1.3555 1.6686 0.5050
H -1.7645 -2.3356 0.9333
H -3.1988 -1.9031 0.0024
H -2.9997 -1.2892 1.6613
C -5.2028 1.5202 3.0262
O -4.2401 2.2625 3.0841
N -6.4466 1.9084 2.6878
C -7.5550 0.9818 2.6393
C -6.6814 3.3064 2.3609
H -5.1342 0.4417 3.2539
H -7.9900 0.9423 1.6388
H -8.3383 1.2720 3.3438
H -7.2057 -0.0147 2.9064
H -6.0718 3.6078 1.5089
H -6.4153 3.9449 3.2041
H -7.7320 3.4420 2.1174
C -10.4531 4.1684 2.6593
O -9.8272 4.4823 1.6637
N -10.9401 5.0470 3.5562
C -11.6806 4.6271 4.7255
C -10.7073 6.4631 3.3264
H -10.6783 3.1186 2.9150
H -12.6900 5.0430 4.7210
H -11.1789 4.9434 5.6421
H -11.7566 3.5408 4.7316
H -11.1418 6.7760 2.3770
H -9.6392 6.6777 3.2917
H -11.1630 7.0284 4.1363
*
```

The SMILES is NCC[C@@H]1CCNC1=O.CN(C)C=O.CN(C)C=O.CN(C)C=O.CN(C)C=O.CN(C)C=O. As for the orbital gap: 9.31 eV. Its maximum force is 0.6 eV Å⁻¹. The highest occupied orbital energy is -8.8218 eV. The LUMO energy comes out at 0.018 Eh.

Here is what Löwdin gives for the atomic charges, in e: 0.002, -0.274, -0.150, -0.239, -0.133, -0.190, 0.050, -0.426, 0.110, 0.050, 0.067, 0.106, 0.109, 0.116, 0.117, 0.159, 0.118, 0.095, 0.121, 0.104, 0.126, -0.358, 0.000, -0.197, -0.063, -0.053, 0.133, 0.076, 0.083, 0.070, 0.083, 0.092, 0.091, -0.357, -0.005, -0.179, -0.040, -0.035, 0.131, 0.068, 0.057, 0.089, 0.099, 0.058, 0.079, -0.345, -0.014, -0.185, -0.047, -0.035, 0.134, 0.097, 0.071, 0.085, 0.092, 0.091, 0.082, -0.360, 0.004, -0.194, -0.059, -0.030, 0.131, 0.093, 0.083, 0.081, 0.096, 0.095, 0.056, -0.356, 0.003, -0.198, -0.060, -0.038, 0.132, 0.090, 0.090, 0.082, 0.094, 0.093, 0.086



# 3
DFT (ωB97M-V with the def2-TZVPD basis set) results for C21H48CdF6N2O10S2 as an isolated structure at a distorted geometry.

Structure (ORCA input):
```
! wB97M-V def2-TZVPD RIJCOSX def2/J DEFGRID3
* xyz 0 1
Cd 1.3107 0.5214 0.0583
C 2.2237 0.4487 4.7482
C 1.9840 -0.9202 4.0627
C 1.8286 -1.9950 5.1197
C 0.4429 -2.0194 5.7678
C -0.6407 -2.1074 4.6930
C -0.4676 -1.0294 3.6219
N 0.8740 -0.9328 3.1432
O 1.0631 -0.0664 2.1117
C -0.9676 0.3182 4.2136
C -1.4177 -1.3720 2.4742
C 3.2650 -1.2650 3.3052
H 3.2663 0.5839 5.0425
H 1.6012 0.6055 5.6354
H 1.9283 1.2580 4.0721
H 2.5543 -1.8547 5.9243
H 1.9782 -2.9750 4.6483
H 0.2682 -1.0652 6.2855
H 0.3190 -2.7931 6.5257
H -1.6195 -1.9752 5.1612
H -0.6265 -3.1147 4.2563
H -2.0379 0.4574 4.0145
H -0.4313 1.1588 3.7731
H -0.8963 0.4101 5.3034
H -0.9974 -2.1911 1.8849
H -1.5131 -0.5158 1.8051
H -2.3941 -1.6757 2.8468
H 3.0646 -2.0825 2.6005
H 4.0588 -1.5628 3.9922
H 3.6576 -0.4187 2.7266
C 2.7020 0.9095 -3.6686
F 2.4947 -0.2762 -4.2067
F 3.6048 0.8016 -2.6833
F 3.1516 1.7633 -4.5804
S 1.1483 1.6016 -2.9355
O 1.5859 2.5796 -1.9802
O 0.3151 2.0264 -3.9953
N 0.6120 0.3295 -1.9616
S -0.7225 -0.2553 -2.7020
O -1.8353 0.5960 -2.5181
O -0.4334 -0.7180 -4.0213
C -1.0858 -1.8234 -1.7742
F -2.3774 -1.8975 -1.5391
F -0.6574 -2.8803 -2.4327
F -0.4526 -1.7801 -0.5727
C 3.3133 3.4935 1.8751
C 3.5297 2.9948 0.4705
O 3.2185 1.5843 0.3848
H 3.9482 2.9764 2.6019
H 2.2969 3.2642 2.2100
H 3.4884 4.5659 1.9519
H 4.5440 3.1702 0.1151
H 2.8446 3.5104 -0.1990
H 4.0278 1.0980 0.5678
C 2.9334 -2.5324 -1.8962
C 2.7994 -2.6667 -0.3997
O 2.5054 -1.3797 0.1809
H 3.7983 -1.9772 -2.2501
H 2.0323 -2.0459 -2.2857
H 2.9342 -3.5184 -2.3670
H 3.7539 -3.0268 -0.0090
H 1.9859 -3.3556 -0.1804
H 2.8010 -1.4219 1.1023
C -5.4620 -2.5118 -2.6750
C -4.8851 -1.4044 -3.5237
O -3.7846 -1.9201 -4.2512
H -6.4006 -2.1949 -2.2181
H -4.7483 -2.8944 -1.9490
H -5.7323 -3.3516 -3.3260
H -4.5131 -0.5812 -2.8987
H -5.6526 -1.0320 -4.2138
H -3.4769 -1.1901 -4.8108
C -2.8997 2.4358 -6.9277
C -3.5459 1.5714 -5.8435
O -2.7591 0.4026 -5.6201
H -2.8309 1.8288 -7.8336
H -1.8688 2.6524 -6.6227
H -3.3927 3.3795 -7.1443
H -4.5331 1.2304 -6.1515
H -3.6316 2.1301 -4.9043
H -1.8421 0.7001 -5.5778
C -2.2661 2.7575 1.3509
C -1.4678 2.2129 0.1928
O -0.0422 2.3207 0.3990
H -3.3007 2.8844 1.0091
H -1.9200 3.7576 1.6209
H -2.3005 2.1037 2.2118
H -1.7400 2.7555 -0.7163
H -1.6848 1.1689 -0.0199
H 0.1979 3.2489 0.3243
*
```

As for the orbital gap: 6.44 eV. Its maximum force is 2.9 eV Å⁻¹. The highest occupied orbital energy is -6.3070 eV. The LUMO energy comes out at 0.005 Eh.

Here is what Löwdin gives for the atomic charges, in e: 1.436, -0.027, -0.523, -0.143, -0.179, -0.143, -0.524, -0.196, -0.352, -0.036, -0.042, -0.044, 0.079, 0.072, 0.063, 0.122, 0.124, 0.094, 0.109, 0.120, 0.122, 0.073, 0.068, 0.070, 0.078, 0.057, 0.087, 0.079, 0.093, 0.073, -0.676, 0.162, 0.123, 0.160, 0.621, -0.316, -0.241, -0.380, 0.567, -0.259, -0.265, -0.657, 0.167, 0.172, 0.072, -0.074, -0.270, -0.172, 0.080, 0.072, 0.082, 0.124, 0.092, 0.098, -0.079, -0.262, -0.200, 0.074, 0.048, 0.089, 0.120, 0.118, 0.016, -0.092, -0.341, -0.091, 0.072, 0.061, 0.077, 0.104, 0.111, 0.041, -0.078, -0.292, -0.104, 0.078, 0.073, 0.072, 0.113, 0.112, 0.069, -0.059, -0.285, -0.177, 0.087, 0.082, 0.054, 0.119, 0.090, 0.094



no.,DFT total energy (eV)
1,-32646.76706
2,-45255.33744
3,-88547.29180